Computed, not measured: C46H54GeN4O2P2SV as an isolated structure, with ωB97M-V/def2-TZVPD.

The geometry in ORCA input format:
```
! RIJCOSX wB97M-V def2-TZVPD def2/J DEFGRID3
* xyz -1 1
V -0.1479 0.3205 0.3223
C 5.5519 0.7987 -0.9456
P 3.9996 0.1394 -0.1788
C 4.6444 -1.4547 0.4781
C 4.0786 1.2058 1.3372
C 5.1479 1.0841 2.2251
C 5.3365 1.9812 3.2638
C 4.4716 3.0538 3.3846
C 3.3852 3.1662 2.5255
C 3.1287 2.2206 1.5292
P 1.4810 2.1716 0.6195
C 1.9325 2.9968 -0.9690
C 0.6003 3.5629 1.4700
H 6.4158 0.7289 -0.2783
H 5.4025 1.8440 -1.2210
H 5.7613 0.2326 -1.8564
H 5.7132 -1.4219 0.7065
H 4.4659 -2.2347 -0.2626
H 4.0863 -1.7238 1.3767
H 5.8568 0.2747 2.0907
H 6.1634 1.8578 3.9534
H 4.6235 3.7981 4.1577
H 2.7289 4.0140 2.6540
H 2.4565 3.9417 -0.8122
H 1.0151 3.1729 -1.5321
H 2.5639 2.3224 -1.5484
H 0.9187 3.6948 2.5002
H -0.4595 3.3180 1.5023
H 0.7397 4.5084 0.9449
C -3.4149 -4.0137 -0.9107
N -2.8301 -2.7080 -1.0962
C -2.2347 -2.2725 -2.3484
C -1.3797 -1.1009 -1.8914
O -0.6763 -0.3994 -2.5729
N -1.5189 -0.9732 -0.5115
C -2.3026 -1.9420 -0.1194
N -2.4903 -2.1878 1.2037
H -4.4381 -4.0499 -1.2882
H -3.4203 -4.2621 0.1484
H -2.8206 -4.7684 -1.4323
H -2.9788 -1.9541 -3.0771
H -1.6013 -3.0520 -2.7786
H -1.9492 -1.5128 1.7461
H -3.4486 -2.2706 1.5101
C -1.0685 -0.8696 4.0473
C 0.0944 -0.1642 3.3352
C 0.3854 1.1512 4.0591
C 1.3373 -1.0559 3.3888
N -0.2545 0.0956 1.9535
H -0.9629 -0.8018 5.1339
H -1.1047 -1.9301 3.7813
H -2.0162 -0.3974 3.7737
H 0.7122 0.9599 5.0867
H -0.5066 1.7840 4.0802
H 1.1842 1.6926 3.5480
H 1.5434 -1.3815 4.4147
H 2.2061 -0.5073 3.0117
H 1.1956 -1.9274 2.7466
C -5.9362 0.0981 -2.7375
C -4.7366 0.2022 -3.4294
C -3.6228 0.7670 -2.8153
C -3.6527 1.2494 -1.4984
C -4.8795 1.1404 -0.8323
C -6.0011 0.5760 -1.4351
Ge -1.9985 2.1346 -0.6955
C -2.9229 2.8387 0.9759
C -3.1102 1.9592 2.0500
C -3.7221 2.3543 3.2334
C -4.1674 3.6630 3.3841
C -3.9946 4.5574 2.3373
C -3.3835 4.1460 1.1534
C -2.0394 3.8437 -1.7645
C -2.8164 4.0415 -2.9110
C -2.7890 5.2390 -3.6209
C -1.9878 6.2906 -3.1993
C -1.2084 6.1245 -2.0617
C -1.2323 4.9180 -1.3721
H -6.8089 -0.3378 -3.2097
H -4.6677 -0.1518 -4.4525
H -2.7026 0.8466 -3.3860
H -4.9729 1.5154 0.1810
H -6.9364 0.5285 -0.8881
H -2.7439 0.9428 1.9599
H -3.8466 1.6434 4.0436
H -4.6380 3.9810 4.3071
H -4.3422 5.5799 2.4366
H -3.2695 4.8681 0.3512
H -3.4755 3.2550 -3.2604
H -3.4022 5.3479 -4.5084
H -1.9681 7.2236 -3.7495
H -0.5801 6.9342 -1.7090
H -0.6118 4.8199 -0.4924
C 3.1936 -9.1405 -4.1722
C 2.7741 -8.2829 -3.0019
O 1.6378 -8.1769 -2.6445
S 4.1596 -7.4167 -2.2203
C 3.3979 -5.9174 -1.6736
C 2.7046 -5.8590 -0.4670
C 2.0765 -4.6911 -0.0774
C 2.1403 -3.5248 -0.8638
C 2.8346 -3.6110 -2.0874
C 3.4462 -4.7852 -2.4861
C 1.5347 -2.3134 -0.4444
C 1.0588 -1.2350 -0.0756
H 2.4632 -9.9290 -4.3379
H 4.1895 -9.5583 -4.0205
H 3.2344 -8.4950 -5.0510
H 2.6505 -6.7423 0.1568
H 1.5246 -4.6530 0.8530
H 2.8774 -2.7296 -2.7155
H 3.9665 -4.8345 -3.4352
*
```

The calculation puts the energy above the lowest of the compared OMol25 structures with the same formula, charge and spin at 107.83 kJ/mol. Its LUMO energy (spin up / spin down) is 2.19 / 2.19 eV. The molar mass comes out at 912.53 g/mol. The orbital gap (spin up / spin down) is 0.1892 / 0.1900 Ha.